1.
100
Properties=species:S:1:pos:R:3 method="wB97M-V/def2-TZVPD" energy_ha=-2652.794407 spin_multiplicity=1 molar_mass_g_mol=632.35
C 5.128 -0.944 1.343
C 3.716 -0.566 1.878
C 2.765 0.031 0.803
C 2.397 -1.006 -0.300
C 1.673 -2.278 0.279
C 1.691 -0.393 -1.507
C 0.264 0.021 -1.491
C -0.581 -0.106 -0.217
C -0.971 1.347 0.303
C -2.334 1.372 1.070
C -3.510 2.065 0.263
C -4.632 1.008 -0.050
C -5.815 1.079 0.985
C -7.173 0.721 0.309
C -7.412 -0.819 0.264
C -8.630 -1.078 -0.682
C -8.719 -2.582 -1.079
O -8.186 -3.350 -0.006
C -7.921 -4.683 -0.442
C -0.358 0.529 -2.603
Cl -2.067 0.969 -2.621
C 0.344 0.737 -3.852
N -0.153 1.255 -4.976
S 1.153 1.257 -5.977
N 2.323 0.635 -5.036
C 1.745 0.369 -3.848
C 2.381 -0.198 -2.685
C 3.883 -0.530 -2.848
C 4.141 -2.001 -3.156
N 4.521 -2.796 -2.233
H 5.177 -1.116 0.253
H 5.425 -1.901 1.813
H 5.900 -0.189 1.580
H 3.857 0.215 2.650
H 3.224 -1.434 2.353
H 1.881 0.525 1.248
H 3.351 0.820 0.279
H 3.363 -1.387 -0.672
H 1.166 -1.941 1.209
H 2.384 -3.054 0.601
H 0.871 -2.652 -0.377
H -1.527 -0.644 -0.422
H -0.058 -0.576 0.622
H -0.185 1.617 1.037
H -0.968 2.077 -0.517
H -2.665 0.375 1.412
H -2.171 1.997 1.971
H -3.174 2.586 -0.648
H -3.972 2.844 0.901
H -5.047 1.136 -1.068
H -4.187 0.000 0.031
H -5.844 2.063 1.489
H -5.630 0.317 1.772
H -7.196 1.076 -0.738
H -8.001 1.190 0.871
H -7.647 -1.217 1.266
H -6.537 -1.334 -0.170
H -9.557 -0.815 -0.135
H -8.572 -0.435 -1.581
H -8.150 -2.780 -2.013
H -9.781 -2.858 -1.250
H -7.300 -4.654 -1.356
H -7.411 -5.229 0.371
H -8.898 -5.174 -0.631
H 4.396 -0.263 -1.908
H 4.275 0.159 -3.619
H 3.994 -2.328 -4.206
H 4.642 -3.696 -2.710
C -4.725 4.962 4.053
O -3.433 4.441 3.789
C -2.685 5.256 2.894
C -1.645 6.073 3.632
O -2.250 7.067 4.449
C -2.253 6.717 5.822
H -5.164 4.377 4.861
H -4.681 6.009 4.362
H -5.359 4.866 3.166
H -3.346 5.903 2.310
H -2.181 4.576 2.199
H -1.027 6.599 2.898
H -0.990 5.425 4.223
H -1.236 6.765 6.226
H -2.668 5.719 5.985
H -2.870 7.442 6.352
C 9.873 -2.107 -0.510
O 8.683 -2.874 -0.556
C 7.995 -2.746 -1.796
C 8.206 -3.965 -2.669
O 9.551 -4.055 -3.123
C 10.302 -5.027 -2.415
H 10.417 -2.383 0.393
H 10.512 -2.301 -1.376
H 9.633 -1.040 -0.461
H 8.299 -1.833 -2.319
H 6.930 -2.662 -1.562
H 7.577 -3.871 -3.561
H 7.910 -4.876 -2.141
H 9.966 -6.034 -2.685
H 10.223 -4.890 -1.334
H 11.347 -4.921 -2.705

***

2.
105
Properties=species:S:1:pos:R:3 method="wB97M-V/def2-TZVPD" e_above_lowest_kj_mol=0.0 spin_multiplicity=1 molar_mass_g_mol=943.83
In 0.231 0.835 -0.866
C -4.355 2.230 -1.918
C -2.980 1.615 -1.872
S -1.910 2.370 -0.688
C -2.657 0.581 -2.663
C -3.676 -0.005 -3.608
S -1.104 -0.233 -2.742
H -4.508 2.852 -1.040
H -5.131 1.466 -1.939
H -4.474 2.858 -2.805
H -4.198 0.780 -4.152
H -4.411 -0.590 -3.055
H -3.181 -0.662 -4.319
C 2.241 -3.849 -0.062
Sb 0.634 -2.506 -0.691
C 1.902 -0.692 -0.435
C 2.362 -0.456 0.913
C 3.591 -0.951 1.392
C 3.979 -0.676 2.684
C 3.139 0.071 3.503
C 1.952 0.518 2.956
N 1.589 0.293 1.707
Si 3.192 -0.619 -1.838
C 4.259 0.922 -1.452
C 2.258 -0.539 -3.494
C 4.500 -2.005 -2.148
C -0.856 -3.010 0.989
C -1.516 -1.786 1.493
C -2.675 -1.867 2.279
C -3.186 -0.739 2.880
C -2.521 0.467 2.701
C -1.426 0.474 1.865
N -0.957 -0.606 1.252
Si -2.140 -4.061 -0.006
C -3.322 -5.159 1.034
C -3.183 -2.859 -1.059
C -1.234 -5.289 -1.157
Si -0.116 -3.883 2.544
C 1.297 -2.859 3.321
C 0.399 -5.696 2.207
C -1.317 -4.035 4.033
H 3.175 -3.547 -0.516
H 2.002 -4.846 -0.414
H 2.360 -3.878 1.011
H 4.217 -1.539 0.742
H 4.926 -1.031 3.062
H 3.399 0.297 4.524
H 1.254 1.099 3.548
H 3.753 1.814 -1.797
H 5.228 0.870 -1.936
H 4.432 1.020 -0.383
H 1.743 0.412 -3.593
H 1.510 -1.329 -3.572
H 2.934 -0.638 -4.338
H 5.122 -2.218 -1.284
H 5.167 -1.676 -2.940
H 4.053 -2.937 -2.481
H -3.149 -2.820 2.418
H -4.076 -0.792 3.492
H -2.859 1.377 3.169
H -0.880 1.390 1.675
H -4.053 -4.590 1.598
H -2.777 -5.783 1.733
H -3.875 -5.820 0.374
H -3.828 -2.243 -0.440
H -3.815 -3.392 -1.763
H -2.542 -2.189 -1.630
H -0.316 -5.651 -0.709
H -0.978 -4.814 -2.099
H -1.852 -6.152 -1.376
H 2.135 -2.691 2.656
H 1.680 -3.347 4.214
H 0.923 -1.882 3.615
H 1.012 -5.816 1.324
H -0.474 -6.331 2.087
H 0.966 -6.078 3.051
H -1.558 -3.062 4.445
H -0.841 -4.611 4.821
H -2.247 -4.534 3.790
N 1.396 2.752 0.436
C 0.971 3.926 -0.287
C 1.602 5.252 0.157
C 0.649 6.131 0.974
C -0.673 6.422 0.242
N -0.466 6.765 -1.149
C -0.778 6.056 -2.237
N -1.646 5.051 -2.229
N -0.468 6.624 -3.432
C 1.156 3.679 -1.816
O 1.111 4.680 -2.546
O 1.287 2.499 -2.188
H 1.199 2.830 1.426
H 2.389 2.582 0.310
H -0.114 3.975 -0.155
H 1.926 5.791 -0.738
H 2.492 5.044 0.756
H 1.154 7.070 1.217
H 0.406 5.632 1.914
H -1.177 7.263 0.730
H -1.338 5.561 0.287
H 0.193 7.517 -1.295
H -1.761 4.373 -1.449
H -1.754 4.563 -3.106
H 0.328 7.244 -3.440
H -0.443 5.978 -4.206

***

3.
101
Properties=species:S:1:pos:R:3 method="wB97M-V/def2-TZVPD" e_above_lowest_kj_mol=0.0 spin_multiplicity=1 molar_mass_g_mol=618.81
C 1.596 2.773 2.999
C 1.166 3.089 1.546
C 0.774 1.833 0.735
C -0.407 1.138 1.411
C -0.730 -0.244 0.930
C -0.803 -0.808 -0.270
C -0.520 -0.189 -1.611
C 0.798 -0.833 -2.188
C 2.038 -0.006 -1.811
O 3.080 -0.281 -2.741
C -1.233 -2.236 -0.133
O -1.439 -2.933 -1.025
O -1.373 -2.527 1.188
C -1.105 -1.353 1.867
O -1.187 -1.279 3.004
H 1.728 1.689 3.078
H 0.793 3.024 3.689
H 2.503 3.318 3.248
H 0.345 3.807 1.489
H 2.009 3.572 1.045
H 1.660 1.211 0.638
H 0.430 2.220 -0.224
H -0.248 1.050 2.488
H -1.296 1.768 1.310
H -0.485 0.897 -1.608
H -1.311 -0.467 -2.315
H 0.730 -1.036 -3.256
H 0.902 -1.787 -1.666
H 2.333 -0.302 -0.799
H 1.828 1.070 -1.813
H 3.911 0.066 -2.394
C 7.287 -2.576 -4.344
C 6.035 -2.402 -3.518
C 4.744 -2.904 -4.115
O 6.068 -1.882 -2.425
H 8.139 -2.174 -3.798
H 7.462 -3.636 -4.538
H 7.189 -2.040 -5.289
H 4.810 -3.978 -4.298
H 4.537 -2.379 -5.049
H 3.929 -2.713 -3.419
C 1.096 2.861 -4.988
C -0.186 3.022 -4.210
C -1.459 2.526 -4.858
O -0.195 3.528 -3.110
H 1.924 3.258 -4.405
H 1.282 1.804 -5.188
H 1.033 3.411 -5.929
H -1.386 1.454 -5.051
H -1.636 3.060 -5.792
H -2.296 2.705 -4.186
C -3.631 -4.998 -0.538
C -4.808 -5.939 -0.580
C -4.909 -6.962 0.527
O -5.637 -5.881 -1.461
H -3.678 -4.319 -1.386
H -3.655 -4.413 0.383
H -2.699 -5.562 -0.593
H -4.988 -6.460 1.492
H -4.032 -7.611 0.516
H -5.798 -7.571 0.373
C 1.329 5.769 6.110
C 0.933 6.310 4.755
C 1.243 7.759 4.475
O 0.391 5.607 3.933
H 1.049 4.719 6.176
H 2.408 5.855 6.245
H 0.814 6.322 6.897
H 2.317 7.931 4.538
H 0.721 8.394 5.195
H 0.909 8.012 3.476
C -9.691 -10.143 0.981
C -9.659 -9.715 -0.467
C -8.806 -8.518 -0.809
O -10.289 -10.307 -1.313
H -10.339 -11.011 1.087
H -8.687 -10.410 1.315
H -10.082 -9.334 1.601
H -7.764 -8.717 -0.554
H -9.160 -7.640 -0.267
H -8.872 -8.320 -1.877
C 2.044 11.090 0.751
C 2.259 10.464 2.107
C 2.397 11.401 3.283
O 2.318 9.263 2.247
H 1.962 10.306 0.001
H 1.123 11.676 0.752
H 2.889 11.733 0.498
H 1.491 11.999 3.391
H 3.257 12.058 3.138
H 2.547 10.821 4.192
C 1.905 -4.428 1.996
C 2.623 -3.491 1.056
C 3.770 -4.058 0.257
O 2.292 -2.332 0.947
H 1.106 -3.890 2.504
H 1.470 -5.258 1.436
H 2.601 -4.812 2.743
H 3.415 -4.872 -0.378
H 4.547 -4.427 0.929
H 4.194 -3.278 -0.375

***

4.
137
Properties=species:S:1:pos:R:3 method="wB97M-V/def2-TZVPD" energy_ha=-19750.180190 total_charge=+1 spin_multiplicity=1 molar_mass_g_mol=2036.94
N -0.022 0.636 1.695
C 0.745 -0.361 2.489
C 0.568 -1.796 1.930
C -0.877 -2.265 1.709
C -1.799 -2.648 2.925
Cl -2.369 -1.026 3.499
C -2.981 -3.454 2.232
C -4.401 -3.094 2.743
C -5.177 -2.138 1.836
C -5.927 -1.113 2.444
C -6.697 -0.226 1.689
C -6.743 -0.348 0.290
C -5.994 -1.345 -0.361
C -5.237 -2.216 0.442
O -2.853 -4.875 2.273
C -1.583 -5.416 2.414
I -0.669 -6.011 0.509
C -0.557 -4.657 3.348
N 0.041 -5.592 4.287
N -1.171 -3.467 4.013
Cl -0.009 -2.569 5.010
P -2.409 -4.072 5.342
N -1.493 -4.604 6.686
O -3.184 -2.806 5.987
H 0.650 1.277 1.277
H -0.536 1.216 2.355
H 1.810 -0.060 2.466
H 0.420 -0.298 3.539
H 1.197 -2.453 2.564
H 1.081 -1.796 0.946
H -0.859 -3.088 0.968
H -1.405 -1.447 1.184
H -3.001 -3.179 1.161
H -4.971 -4.044 2.751
H -4.454 -2.701 3.766
H -5.927 -1.023 3.537
H -7.293 0.542 2.188
H -7.381 0.347 -0.261
H -6.022 -1.476 -1.494
H -4.659 -3.005 -0.065
H -1.739 -6.394 2.897
H 0.312 -4.396 2.721
H 0.664 -6.218 3.784
H -0.662 -6.186 4.721
H -1.995 -4.320 7.544
H -1.572 -5.621 6.671
H -4.148 -2.977 6.003
C 1.271 2.478 -1.714
Cl 1.674 3.738 -2.879
Cl 2.323 2.569 -0.287
H 0.241 2.604 -1.397
H 1.397 1.507 -2.193
C 2.981 6.904 -4.393
Cl 2.636 5.460 -5.352
Cl 3.571 8.228 -5.404
H 2.070 7.221 -3.896
H 3.740 6.660 -3.657
C 4.965 0.115 -0.181
Cl 3.520 -0.433 -1.039
Cl 5.859 -1.245 0.505
H 5.608 0.643 -0.878
H 4.665 0.779 0.623
C 6.282 10.600 -4.727
Cl 5.743 12.043 -3.860
Cl 7.991 10.261 -4.424
H 5.693 9.753 -4.394
H 6.139 10.758 -5.791
C 6.580 4.145 -4.987
Cl 6.522 2.451 -4.478
Cl 6.247 5.232 -3.636
H 7.569 4.361 -5.376
H 5.833 4.306 -5.758
C -7.202 -0.611 -4.334
Cl -6.922 -0.196 -2.632
Cl -5.944 0.058 -5.378
H -7.204 -1.691 -4.433
H -8.164 -0.209 -4.641
C -9.869 2.698 -3.995
Cl -10.583 1.528 -5.112
Cl -9.980 2.144 -2.320
H -8.823 2.832 -4.250
H -10.398 3.641 -4.088
C 2.865 5.477 1.677
Cl 3.266 6.730 0.497
Cl 3.911 5.566 3.099
H 1.835 5.609 1.991
H 2.991 4.507 1.210
C -0.142 -1.594 -2.877
Cl 0.445 -2.018 -1.263
Cl 0.727 -0.194 -3.513
H 0.012 -2.438 -3.541
H -1.199 -1.355 -2.818
C -6.892 -4.763 5.889
Cl -5.457 -5.541 5.210
Cl -6.491 -3.166 6.546
H -7.634 -4.644 5.106
H -7.288 -5.381 6.686
C -9.421 -2.652 8.740
Cl -9.519 -4.243 7.969
Cl -10.998 -2.129 9.342
H -8.728 -2.709 9.574
H -9.066 -1.932 8.008
C 2.441 13.536 -5.331
Cl 2.365 14.222 -6.958
Cl 2.512 11.772 -5.373
H 3.331 13.909 -4.834
H 1.554 13.837 -4.782
C -9.462 1.046 8.145
Cl -8.057 0.200 7.465
Cl -9.020 2.641 8.753
H -10.209 1.160 7.367
H -9.863 0.456 8.962
C 9.005 -0.243 -4.157
Cl 8.595 -0.571 -2.468
Cl 10.555 0.599 -4.294
H 9.070 -1.184 -4.691
H 8.231 0.381 -4.591
C -2.445 -2.590 10.255
Cl -3.368 -3.624 9.145
Cl -2.274 -3.340 11.839
H -1.458 -2.422 9.836
H -2.968 -1.646 10.366
C 10.723 -3.114 -6.716
Cl 9.009 -2.669 -6.800
Cl 10.999 -4.397 -5.538
H 11.044 -3.459 -7.693
H 11.296 -2.239 -6.424
C 14.585 -3.364 -8.247
Cl 13.137 -3.922 -9.099
Cl 15.495 -4.713 -7.565
H 15.219 -2.832 -8.949
H 14.285 -2.701 -7.442
C 5.664 -3.202 -8.699
Cl 5.682 -4.775 -9.503
Cl 4.027 -2.747 -8.207
H 6.294 -3.253 -7.817
H 6.046 -2.453 -9.385